{"formula": "C25H32N6O2S", "method": "ωB97M-V/def2-TZVPD", "species": ["C", "C", "H", "H", "C", "C", "N", "N", "C", "N", "C", "C", "C", "C", "C", "C", "C", "H", "H", "H", "H", "H", "H", "H", "S", "C", "H", "H", "C", "O", "N", "C", "C", "C", "C", "C", "C", "H", "H", "C", "O", "N", "C", "H", "H", "H", "C", "H", "H", "H", "H", "H", "H", "N", "C", "H", "H", "H", "C", "H", "H", "H", "H", "H", "H", "H"], "positions_angstrom": [[5.12538, -0.64504, -2.51340], [4.25789, 0.56007, -2.85418], [3.81812, 0.41658, -3.84164], [4.87194, 1.46144, -2.87393], [3.13333, 0.79483, -1.82693], [2.10081, -0.28515, -1.98410], [1.12887, -0.28132, -2.85172], [0.47780, -1.45607, -2.78504], [1.07522, -2.17683, -1.87148], [2.10940, -1.48498, -1.31119], [2.77700, -1.88713, -0.09258], [1.78345, -1.81705, 1.04621], [1.26769, -0.58515, 1.43024], [0.30048, -0.50103, 2.41483], [-0.16861, -1.65702, 3.01582], [0.34283, -2.88764, 2.64256], [1.31758, -2.96930, 1.66308], [1.71194, -3.93168, 1.37171], [-0.02211, -3.79099, 3.10720], [-0.93204, -1.59620, 3.77629], [-0.08769, 0.46336, 2.70521], [1.62224, 0.31592, 0.95333], [3.14924, -2.90793, -0.21800], [3.62188, -1.21743, 0.07907], [0.68840, -3.81909, -1.44951], [-1.02682, -3.90066, -2.07277], [-1.04546, -3.45868, -3.06667], [-1.27860, -4.95911, -2.09905], [-1.89491, -3.17395, -1.05439], [-2.48001, -3.76315, -0.17462], [-1.87142, -1.82705, -1.23229], [-2.19649, -0.84158, -0.29842], [-2.88153, -1.11133, 0.88227], [-3.10186, -0.09625, 1.79289], [-2.64722, 1.19408, 1.54556], [-1.97203, 1.46118, 0.35981], [-1.76105, 0.45671, -0.56151], [-1.23769, 0.66361, -1.48486], [-1.60775, 2.45999, 0.17027], [-2.73116, 2.25162, 2.60036], [-1.71747, 2.66311, 3.14050], [-3.96444, 2.69502, 2.93091], [-5.18234, 2.31030, 2.26625], [-5.72948, 3.20555, 1.95872], [-4.96297, 1.71226, 1.38536], [-5.82236, 1.73193, 2.93946], [-4.11331, 3.66256, 3.99212], [-4.76957, 3.26964, 4.77192], [-3.12773, 3.86026, 4.40903], [-4.53768, 4.59264, 3.60638], [-3.61687, -0.31398, 2.71709], [-3.21612, -2.11387, 1.08807], [-1.33109, -1.48781, -2.02906], [2.63145, 2.15625, -1.91854], [2.04616, 2.52146, -3.19638], [1.15903, 1.92795, -3.44214], [2.78427, 2.39606, -3.98381], [1.77358, 3.57495, -3.15127], [1.75134, 2.49475, -0.81902], [2.27993, 2.35284, 0.12428], [1.48519, 3.54736, -0.89784], [0.82513, 1.90297, -0.80400], [3.57239, 0.70912, -0.82401], [5.58742, -0.52878, -1.53478], [4.54086, -1.56278, -2.51708], [5.91763, -0.75034, -3.25061]], "atomic_forces_ev_per_a": [[-0.11, 0.15, -0.13], [0.02, -0.07, 0.24], [-0.01, 0.08, -0.03], [-0.03, 0.05, -0.04], [0.40, 0.21, -0.20], [-0.03, -0.08, 0.26], [0.37, 0.93, -0.21], [-0.11, -0.89, 0.08], [0.00, 0.00, -0.16], [-0.47, -0.10, -0.80], [0.01, -0.04, 0.51], [0.10, -0.07, 0.15], [0.04, -0.08, 0.01], [0.04, 0.11, -0.01], [0.03, -0.06, 0.05], [-0.05, -0.06, 0.10], [0.16, 0.11, 0.02], [0.02, -0.08, -0.02], [-0.05, -0.08, 0.05], [-0.09, 0.00, 0.08], [-0.07, 0.13, 0.04], [0.04, 0.15, -0.08], [0.09, 0.14, 0.04], [-0.04, -0.16, -0.09], [-0.04, -0.38, -0.10], [0.28, 0.15, 0.20], [-0.08, -0.05, -0.02], [-0.02, 0.10, 0.01], [0.02, -0.11, -0.41], [-0.10, -0.19, 0.23], [-0.08, 0.29, -0.34], [-0.11, 0.06, 0.28], [-0.08, -0.18, 0.00], [0.09, 0.33, -0.14], [0.17, -0.18, 0.01], [-0.12, -0.03, 0.14], [-0.05, -0.05, -0.03], [0.09, 0.03, -0.10], [0.07, 0.09, -0.03], [-0.05, -0.13, -0.13], [0.33, 0.09, 0.04], [-0.17, 0.13, 0.11], [-0.19, -0.09, -0.16], [-0.01, -0.03, -0.01], [-0.09, 0.06, 0.05], [-0.04, 0.00, -0.05], [0.22, 0.07, 0.17], [-0.03, 0.03, 0.01], [-0.12, 0.03, 0.02], [-0.02, -0.01, 0.01], [-0.08, -0.04, 0.11], [0.00, -0.04, 0.00], [-0.09, -0.23, 0.20], [-0.04, -0.05, 0.21], [-0.11, 0.05, -0.10], [0.05, 0.16, -0.05], [0.00, 0.02, -0.13], [0.04, 0.06, -0.05], [0.07, 0.00, -0.03], [-0.04, -0.01, 0.08], [-0.05, 0.04, 0.05], [-0.05, -0.02, 0.04], [-0.02, -0.02, -0.08], [0.08, -0.02, 0.11], [0.00, -0.15, 0.01], [0.08, -0.08, -0.02]], "mulliken_charge": [-1.307, -1.031, 0.355, 0.442, 0.333, -0.019, -0.373, -0.907, 0.610, 0.713, -1.332, 0.407, -0.105, -0.703, -0.380, -0.661, -0.403, 0.419, 0.385, 0.418, 0.627, 0.274, 0.495, 0.417, -0.105, -0.801, 0.375, 0.458, 0.525, -0.636, -0.236, 0.538, -0.728, -0.340, 0.116, -0.673, -0.454, 0.564, 0.430, 0.086, -0.711, 0.107, -0.927, 0.362, 0.300, 0.318, -1.033, 0.313, 0.320, 0.324, 0.567, 0.521, 0.389, -0.035, -1.015, 0.309, 0.305, 0.411, -1.211, 0.251, 0.505, 0.360, 0.503, 0.296, 0.251, 0.430], "homo_lumo_gap_ev": 8.973, "multiplicity": 1, "homo_ev": -8.4, "smiles": "CC[C@H](c1nnc(SCC(=O)Nc2ccc(C(=O)N(C)C)cc2)n1Cc1ccccc1)N(C)C", "e_above_lowest_kcal_mol": 9.39}